[1]
{"formula": "C29H60BFN3O14S", "method": "ωB97M-V with the def2-TZVPD basis set", "elements": ["C", "C", "C", "C", "C", "C", "C", "C", "B", "N", "O", "C", "C", "C", "N", "C", "C", "C", "C", "S", "O", "O", "O", "N", "C", "C", "F", "C", "C", "H", "H", "H", "H", "H", "H", "H", "H", "H", "H", "H", "H", "H", "H", "H", "H", "H", "H", "H", "H", "H", "H", "H", "H", "H", "H", "H", "H", "H", "H", "C", "C", "O", "O", "H", "H", "H", "H", "H", "H", "C", "C", "O", "O", "H", "H", "H", "H", "H", "H", "C", "C", "O", "O", "H", "H", "H", "H", "H", "H", "C", "C", "O", "O", "H", "H", "H", "H", "H", "H", "C", "C", "O", "O", "H", "H", "H", "H", "H", "H"], "positions_angstrom": [[-3.219, -5.985, -1.139], [-2.072, -5.091, -1.547], [-0.936, -5.095, -0.760], [0.117, -4.286, -1.052], [0.070, -3.451, -2.141], [1.255, -2.533, -2.394], [0.957, -1.181, -1.707], [0.085, -0.107, -2.405], [0.002, -0.087, -3.999], [-1.287, 0.161, -4.574], [1.109, -0.251, -4.832], [0.706, 1.177, -1.763], [-0.248, 2.291, -1.326], [-1.329, 1.853, -0.355], [-2.169, 2.730, 0.012], [1.881, 0.777, -0.927], [2.717, 1.781, -0.218], [2.751, 1.584, 1.327], [1.772, 2.515, 2.088], [0.369, 1.628, 2.769], [0.188, 0.402, 2.047], [-0.765, 2.471, 2.802], [0.753, 1.248, 4.266], [2.037, -0.502, -0.947], [3.155, -1.170, -0.289], [2.735, -2.259, 0.715], [1.446, -2.093, 1.150], [-1.034, -3.450, -2.936], [-2.090, -4.269, -2.631], [-2.802, -6.964, -0.921], [-3.611, -5.594, -0.199], [-3.999, -6.061, -1.890], [-0.913, -5.753, 0.100], [0.982, -4.321, -0.403], [2.131, -3.010, -1.950], [1.469, -2.430, -3.458], [0.313, -1.514, -0.886], [-0.935, -0.332, -2.090], [-1.350, -0.175, -5.532], [-2.012, -0.340, -4.066], [1.018, -1.094, -5.292], [1.211, 1.642, -2.632], [0.272, 3.182, -0.974], [-0.775, 2.611, -2.227], [-1.362, 0.810, -0.028], [-2.840, 2.291, 0.646], [3.721, 1.879, -0.640], [2.236, 2.744, -0.374], [2.504, 0.552, 1.573], [3.748, 1.762, 1.729], [2.307, 2.926, 2.944], [1.406, 3.340, 1.482], [1.321, 0.463, 4.210], [3.825, -0.465, 0.193], [3.739, -1.654, -1.075], [2.880, -3.246, 0.275], [3.371, -2.238, 1.602], [-1.092, -2.803, -3.804], [-2.967, -4.266, -3.269], [7.208, 2.296, 2.356], [7.122, 2.619, 3.832], [7.435, 1.456, 4.597], [6.323, 1.222, 2.041], [6.934, 3.158, 1.747], [8.226, 1.986, 2.094], [6.104, 2.902, 4.100], [7.800, 3.434, 4.099], [8.376, 1.276, 4.493], [6.384, 0.609, 2.786], [-2.494, 6.515, 2.214], [-3.466, 5.723, 3.064], [-4.427, 5.085, 2.217], [-3.192, 7.479, 1.440], [-1.766, 7.039, 2.834], [-1.963, 5.848, 1.521], [-4.018, 6.386, 3.728], [-2.948, 4.967, 3.661], [-3.966, 4.390, 1.735], [-4.007, 7.052, 1.150], [7.143, 3.932, -2.617], [6.123, 3.201, -1.771], [5.123, 2.606, -2.612], [6.512, 4.927, -3.406], [7.891, 4.419, -1.991], [7.647, 3.228, -3.292], [5.603, 3.900, -1.116], [6.599, 2.425, -1.162], [5.541, 1.883, -3.093], [5.678, 4.549, -3.709], [-4.252, -9.338, 0.654], [-5.336, -10.119, 1.368], [-6.244, -10.667, 0.412], [-4.829, -8.307, -0.137], [-3.566, -8.878, 1.366], [-3.684, -10.003, -0.011], [-5.918, -9.459, 2.009], [-4.909, -10.923, 1.975], [-5.785, -11.364, -0.067], [-5.631, -8.687, -0.520], [-7.250, 2.251, 1.065], [-7.661, 3.487, 0.289], [-8.090, 4.498, 1.200], [-8.334, 1.788, 1.853], [-6.947, 1.446, 0.394], [-6.418, 2.490, 1.743], [-8.507, 3.264, -0.359], [-6.835, 3.872, -0.319], [-7.310, 4.808, 1.677], [-8.772, 2.579, 2.195]], "homo_energy_ha": -0.4131, "relative_energy_kj_mol": 0.0, "total_energy_ha": -2881.2694, "orbital_gap_ev": 8.17, "total_charge": 1}

[2]
{"formula": "C4H7NO", "method": "ωB97M-V with the def2-TZVPD basis set", "elements": ["O", "C", "C", "C", "C", "N", "H", "H", "H", "H", "H", "H", "H"], "positions_angstrom": [[-1.599, 1.874, -0.362], [-0.788, 1.069, 0.034], [0.698, 0.979, -0.312], [1.035, -0.506, -0.063], [-0.359, -1.125, 0.123], [-1.061, -0.045, 0.823], [0.865, 1.307, -1.340], [1.251, 1.657, 0.347], [1.579, -0.967, -0.891], [1.627, -0.631, 0.849], [-0.822, -1.267, -0.867], [-0.388, -2.072, 0.662], [-2.047, -0.175, 1.012]], "smiles": "O=C1CCCN1", "homo_energy_ha": -0.3522, "relative_energy_kj_mol": 31.1, "total_energy_ha": -286.6198, "orbital_gap_ev": 10.58, "total_charge": 0}

[3]
{"formula": "C7H33NO10", "method": "ωB97M-V with the def2-TZVPD basis set", "elements": ["C", "C", "C", "C", "C", "C", "C", "N", "H", "H", "H", "H", "H", "H", "H", "H", "H", "H", "H", "H", "H", "H", "H", "O", "H", "H", "O", "H", "H", "O", "H", "H", "O", "H", "H", "O", "H", "H", "O", "H", "H", "O", "H", "H", "O", "H", "H", "O", "H", "H", "O"], "positions_angstrom": [[1.239, -1.486, 1.062], [1.802, -0.199, 1.568], [2.957, -0.045, 0.573], [4.158, -0.597, 0.776], [2.789, 0.681, -0.753], [2.408, 0.021, -2.005], [1.463, 0.370, -2.834], [-0.179, -1.529, 1.642], [1.376, -1.479, -0.131], [1.703, -2.316, 1.433], [2.291, -0.386, 2.586], [1.206, 0.787, 1.422], [4.454, -1.175, 1.598], [4.824, -0.472, 0.043], [2.001, 1.436, -0.467], [3.876, 1.268, -0.876], [3.274, -0.557, -2.326], [0.823, 1.285, -2.621], [1.180, -0.111, -3.666], [-0.712, -0.771, 1.304], [-0.686, -2.311, 1.282], [-1.499, 0.488, 2.899], [-2.309, -0.771, 2.556], [-2.320, 0.147, 2.345], [-2.349, -2.417, -2.848], [-3.355, -2.033, -1.782], [-3.317, -2.470, -2.649], [-1.714, 2.231, 2.480], [-3.167, 2.209, 2.779], [-2.582, 2.724, 2.145], [0.408, 3.921, 1.257], [0.445, 2.630, 0.449], [0.423, 2.953, 1.471], [-0.135, -1.401, -2.247], [0.391, -2.768, -2.368], [-0.475, -2.253, -2.123], [0.228, 2.329, 2.993], [0.729, 0.719, 3.256], [0.271, 1.483, 3.601], [2.894, -2.318, -0.063], [2.281, -3.657, -0.759], [2.475, -2.807, -0.896], [-2.368, 0.514, 0.250], [-3.156, -0.882, -0.029], [-2.796, -0.086, -0.463], [-1.710, 2.124, -1.727], [-2.030, 3.075, -0.732], [-1.521, 2.169, -0.736], [-2.732, -0.421, -3.086], [-2.937, 0.447, -2.045], [-3.054, 0.517, -3.022]], "smiles": "C=CCC(=C)CCN.O.O.O.O.O.O.O.O.O.O", "homo_energy_ha": -0.3559, "relative_energy_kj_mol": 636.5, "total_energy_ha": -1093.4372, "orbital_gap_ev": 9.74, "total_charge": 0}

[4]
{"formula": "C7H16N2O4PS", "method": "ωB97M-V with the def2-TZVPD basis set", "elements": ["C", "C", "C", "C", "C", "N", "C", "S", "C", "O", "O", "P", "N", "O", "O", "H", "H", "H", "H", "H", "H", "H", "H", "H", "H", "H", "H", "H", "H", "H", "H"], "positions_angstrom": [[2.314, -0.877, 1.285], [2.637, 0.397, 0.476], [3.217, -0.047, -0.906], [1.484, 1.421, 0.265], [0.159, 1.232, 1.047], [-0.981, 1.010, 0.151], [-1.350, -0.370, -0.084], [-0.191, -1.285, -1.166], [-1.694, -1.193, 1.196], [-1.383, -2.411, 1.158], [-2.242, -0.594, 2.122], [-2.933, -0.315, -1.076], [-3.500, -1.689, -1.494], [-2.608, 0.636, -2.357], [-3.997, 0.485, -0.161], [2.640, -0.724, 2.318], [2.832, -1.748, 0.893], [1.261, -1.139, 1.338], [3.461, 0.904, 0.977], [4.307, -0.006, -0.892], [2.931, -1.075, -1.115], [2.832, 0.550, -1.732], [1.218, 1.478, -0.786], [1.882, 2.411, 0.503], [0.212, 0.524, 1.874], [-0.051, 2.198, 1.510], [-1.774, 1.569, 0.419], [0.174, -0.347, -2.063], [-2.882, -2.413, -1.137], [-3.157, 1.424, -2.260], [-4.818, -0.005, -0.303]], "smiles": "CC(C)CCN[C@@](S)(C(=O)[O-])P(=N)(O)O", "homo_energy_ha": -0.1703, "relative_energy_kj_mol": 0.0, "total_energy_ha": -1426.4454, "orbital_gap_ev": 7.68, "total_charge": -1}